ORCA calculation (ωB97M-V/def2-TZVPD) on a single C5H6O molecule.

XYZ file:
```
12
C5H6O ωB97M-V/def2-TZVPD
C -1.15329 -0.06429 1.79309
C -0.16504 0.42945 1.27683
C 0.80871 0.48615 0.25115
C 0.35350 0.77285 -1.16239
C 0.40203 -0.65326 -0.74484
O -0.74902 -1.35784 -0.52780
H -2.07186 -0.11743 2.31965
H 1.85607 0.59598 0.51621
H -0.63238 1.21205 -1.28528
H 1.12223 1.13264 -1.83718
H 1.24829 -1.26581 -1.02697
H -1.01924 -1.17048 0.42752
```

Values from the calculation:
Electronic energy = -7326.2666 eV
ΔE to the lowest compared entry with this formula, charge and spin = 69.6 kcal/mol
E_HOMO = -9.72 eV
SMILES = C#C[C@@H]1C[C@@H]1O
Largest force on an atom = 1.4 eV Å⁻¹

=====

ORCA calculation (ωB97M-V/def2-TZVPD) on a single C3H8IP molecule.

XYZ file:
```
13
C3H8IP ωB97M-V/def2-TZVPD
C -1.24393 0.69989 -0.00814
C 0.28289 0.87903 0.14128
C 1.10740 -0.20860 -0.41417
P 0.55970 -1.96476 -0.03144
I 3.20532 0.12878 0.01432
H -1.53106 -0.13525 0.60445
H -1.68728 0.50354 -0.95784
H -1.70778 1.62158 0.42661
H 0.75482 1.88657 -0.22938
H 0.35419 0.96772 1.29382
H 0.90120 -0.39447 -1.44605
H 0.79758 -2.07148 1.39372
H 1.74326 -2.47983 -0.38085
```

Values from the calculation:
Electronic energy = -20628.9385 eV
ΔE to the lowest compared entry with this formula, charge and spin = 44.5 kcal/mol
E_HOMO = -8.98 eV
SMILES = CC[C@H](P)I
Largest force on an atom = 3.1 eV Å⁻¹

=====

ORCA calculation (ωB97M-V/def2-TZVPD) on 2 unconnected molecules or ions with the total composition C7H15N.

XYZ file:
```
23
C7H15N ωB97M-V/def2-TZVPD
C -0.90809 -0.42874 -1.04840
C 0.24621 -0.29355 -1.96870
C 1.03955 0.20691 -0.78882
C -1.86035 0.73454 -0.98395
C -1.15619 -1.56667 -0.27667
H 0.60013 -1.23740 -2.38065
H 0.09664 0.43826 -2.76179
H 1.76144 -0.52091 -0.44555
H 1.44254 1.20631 -0.90247
H -2.63903 0.60458 -1.74428
H -1.36481 1.68296 -1.18012
H -2.36059 0.80607 -0.01483
H -0.53224 -1.16370 1.05166
H -0.65306 -2.48913 -0.55051
H -2.17058 -1.70409 0.08568
C 2.01663 0.45678 1.80098
C 0.58802 0.58749 1.35120
N -0.29217 -0.29681 1.87060
H -1.22847 0.09910 1.88351
H 0.24082 1.60881 1.20087
H 2.32470 -0.59004 1.81501
H 2.70341 1.01800 1.16561
H 2.10547 0.84125 2.82163
```

Values from the calculation:
Electronic energy = -8988.3863 eV
ΔE to the lowest compared entry with this formula, charge and spin = 94.6 kcal/mol
E_HOMO = -7.85 eV
Largest force on an atom = 1.3 eV Å⁻¹

=====

ORCA calculation (ωB97M-V/def2-TZVPD) on a molecular structure, C8H8O3.

XYZ file:
```
19
C8H8O3 ωB97M-V/def2-TZVPD
C -1.06242 2.81998 0.20287
C -0.63005 2.33897 1.21701
C 1.03219 0.03421 -1.11434
C -1.01538 -1.03977 -0.20484
C 1.15446 -1.21187 0.99518
C 2.43360 -0.55659 0.86706
C 0.35727 -0.68350 -0.20664
C -1.82618 -0.51092 -1.40973
O 1.11690 0.43559 -2.20937
O -1.55188 -1.61740 0.71398
O 2.62538 0.13735 -0.11428
H -1.08875 3.49800 -0.59999
H 1.20284 -2.25449 1.10237
H 0.85303 -1.01894 2.03574
H -0.61286 1.63477 1.98516
H 3.10533 -0.61402 1.64856
H -2.89388 -0.24489 -1.12530
H -1.83502 -1.43382 -1.96567
H -1.36456 0.28736 -1.81778
```

Values from the calculation:
Electronic energy = -14563.5030 eV
ΔE to the lowest compared entry with this formula, charge and spin = 121.0 kcal/mol
E_HOMO = -8.95 eV
Largest force on an atom = 4.8 eV Å⁻¹

=====

Record-wise frontier orbital gap values, in Ha: 0.3950; 0.3428; 0.3239; 0.3288